# 1
Computed, not measured: a molecular structure, C54H60ClN4OPV at a distorted geometry, with the ωB97M-V functional and the def2-TZVPD basis.

Results
Frontier orbital gap (spin up / spin down): 5.8 / 5.7 eV
⟨S²⟩: 2.035
DFT total energy: -112478.050 eV
LUMO (spin up / spin down): -3.326 / -3.428 eV
Multiplicity: 3
HOMO energy (spin up / spin down): -0.336 / -0.334 Eh
Strongest force on any atom: 0.029 Eh/bohr
Charge: +1

XYZ file:
```
122
Properties=species:S:1:pos:R:3:mulliken_spin:R:1
V -0.36138 -0.36910 0.02160 1.980
C -5.89326 -3.67910 -0.17135 0.002
C -4.52454 -4.26931 -0.51040 -0.001
C -3.55167 -3.21031 -0.90959 0.018
C -3.20751 -2.80134 -2.16433 -0.004
C -3.68622 -3.34154 -3.46806 0.000
C -2.70734 -4.39538 -3.98610 -0.001
C -2.21450 -1.76918 -2.00233 0.067
C -1.58921 -1.15313 -3.07428 -0.031
C -0.79209 -0.02916 -2.96770 0.073
C -0.50374 0.86632 -4.06478 0.006
C -0.77337 0.58730 -5.50429 0.000
C -2.19793 0.99975 -5.89024 0.001
C -0.04012 2.02055 -3.50085 0.018
C 0.00770 1.78905 -2.07373 0.062
C 0.42085 2.70609 -1.12441 -0.037
C 0.47866 2.49269 0.24003 0.074
N 0.04389 1.36844 0.90192 -0.081
C 0.34309 1.57803 2.21948 0.017
C 0.02657 0.73663 3.27421 -0.022
C -0.73278 -0.40780 3.14878 0.069
N -1.16136 -0.91304 1.96432 0.000
C -2.06386 -1.87949 2.28825 0.115
C -2.82449 -2.57527 1.37477 -0.037
C -2.77879 -2.40017 0.00127 0.007
N -1.99606 -1.51383 -0.67421 -0.094
C -2.16300 -2.03922 3.72751 -0.001
C -1.30200 -1.13151 4.26751 0.013
C -1.02565 -0.83599 5.70269 0.003
C -1.95881 0.24831 6.24599 0.001
C -3.08851 -2.96957 4.43558 0.001
C -4.50983 -2.40485 4.52025 -0.001
C 1.02282 2.83662 2.39273 -0.005
C 1.08588 3.42107 1.15803 -0.011
C 1.70553 4.72746 0.78971 0.001
C 0.67889 5.86265 0.77895 -0.001
C 1.56261 3.33655 3.69171 0.001
C 0.50392 4.07259 4.51538 0.001
N -0.40897 0.52664 -1.78564 -0.113
C 0.26928 3.31250 -4.17860 0.002
C -0.87017 4.31693 -3.97139 0.002
H -6.57138 -4.46579 0.14606 0.000
H -6.31398 -3.19298 -1.04677 0.000
H -5.81198 -2.94907 0.62988 0.000
H -4.63621 -4.98289 -1.32709 0.000
H -4.14220 -4.81660 0.35316 0.001
H -3.79513 -2.54345 -4.20449 0.000
H -4.66661 -3.79457 -3.32878 0.000
H -1.74193 -3.94267 -4.19559 0.000
H -3.07685 -4.85528 -4.89808 0.000
H -2.56491 -5.16750 -3.23382 0.000
H -1.83647 -1.49461 -4.06939 -0.005
H -0.63839 -0.47742 -5.70609 0.000
H -0.06457 1.14188 -6.12487 0.000
H -2.92996 0.47493 -5.27834 0.000
H -2.38777 0.76330 -6.93506 0.000
H -2.33415 2.06895 -5.74397 0.000
H 0.74995 3.66992 -1.47902 -0.001
H 0.32492 1.04575 4.26412 0.005
H -3.51053 -3.31113 1.76172 -0.003
H 0.01142 -0.51361 5.82534 0.000
H -1.17267 -1.74062 6.29480 0.000
H -1.88320 1.15859 5.65625 0.000
H -1.70689 0.47525 7.27856 0.000
H -2.99022 -0.09122 6.21447 0.000
H -2.71870 -3.14418 5.44747 0.000
H -3.11907 -3.93311 3.92267 0.000
H -4.52228 -1.47122 5.07578 0.000
H -5.16188 -3.11194 5.02641 0.000
H -4.91169 -2.20892 3.52940 0.000
H 2.16678 4.63249 -0.19527 0.000
H 2.49514 4.96490 1.50715 0.000
H -0.18182 5.60371 0.16734 0.000
H 1.12706 6.77020 0.38500 0.000
H 0.33330 6.06096 1.78884 0.000
H 2.39945 4.00950 3.49746 0.000
H 1.94626 2.49603 4.27675 0.000
H 0.07881 4.89366 3.94630 0.000
H 0.94443 4.47418 5.42464 0.000
H -0.30362 3.39686 4.78394 0.000
H 0.38890 3.14529 -5.25150 0.000
H 1.20775 3.72166 -3.79013 0.000
H -1.81681 3.87500 -4.27749 0.000
H -0.68942 5.21237 -4.56162 0.000
H -0.95666 4.59690 -2.92481 0.000
Cl 0.56301 -2.45294 -1.01839 -0.007
C 1.77922 -2.09533 -2.17534 0.002
C 1.92190 -2.83172 -3.33805 0.001
C 3.00303 -2.56696 -4.16484 -0.001
C 3.94489 -1.61958 -3.79776 0.000
C 3.77267 -0.86597 -2.64915 -0.003
C 2.66139 -1.07080 -1.83661 0.004
P 2.19146 -0.08339 -0.36438 -0.075
C 3.07073 -0.92941 0.98522 -0.040
C 3.00246 -0.32516 2.24105 0.004
C 3.62068 -0.90719 3.33070 -0.001
C 4.29269 -2.11081 3.17791 0.000
C 4.36613 -2.71110 1.93204 0.001
C 3.76259 -2.12357 0.83358 0.008
C 3.30874 1.35264 -0.64423 0.022
C 3.25474 2.00669 -1.87800 -0.005
C 4.16004 3.00971 -2.17692 0.001
C 5.12953 3.37390 -1.25482 -0.002
C 5.17950 2.73959 -0.02697 0.001
C 4.27206 1.74022 0.28008 -0.005
H 1.21626 -3.61063 -3.58000 0.000
H 3.12318 -3.12762 -5.07784 0.000
H 4.81766 -1.46519 -4.41247 0.000
H 4.51347 -0.13165 -2.37430 0.000
H 2.46731 0.60816 2.34920 -0.010
H 3.57794 -0.42315 4.29614 0.000
H 4.76574 -2.57330 4.02910 0.000
H 4.89002 -3.64605 1.81317 0.000
H 3.83342 -2.59195 -0.13628 0.000
H 2.52698 1.69418 -2.61631 0.000
H 4.12373 3.50982 -3.13407 0.000
H 5.84645 4.14187 -1.49978 0.000
H 5.94331 3.00400 0.68793 0.000
H 4.33321 1.24473 1.23580 0.000
O 0.94827 -2.67910 1.87560 0.010
H 0.21499 -3.25035 2.12401 0.002
H 1.36185 -2.39399 2.69528 0.003
```

# 2
Computed, not measured: a molecular structure, C54H64Br6N6O24 at a distorted geometry, with the ωB97M-V functional and the def2-TZVPD basis.

Results
Frontier orbital gap: 8.2 eV
DFT total energy: -535348.741 eV
Energy above the lowest of the compared OMol25 structures with the same formula, charge and spin: 6.284 eV
LUMO: -1.453 eV
HOMO energy: -0.356 Eh
Strongest force on any atom: 0.110 Eh/bohr

XYZ file:
```
154
Properties=species:S:1:pos:R:3:lowdin_charge:R:1
C -1.91875 -1.03318 1.05268 -0.029
C -1.09845 -0.60941 2.15147 -0.049
C 0.11297 0.10394 1.96288 -0.027
C 0.55835 0.38507 0.67920 -0.166
C -0.32526 0.16315 -0.34216 0.003
C -1.51013 -0.59898 -0.18784 -0.051
N 1.95963 0.81631 0.44285 -0.301
O 2.75670 0.52557 1.34732 -0.025
O 2.28217 1.42855 -0.54536 0.085
H -2.85183 -1.56087 1.18420 0.089
H -1.32234 -0.94074 3.15471 0.072
H 0.83544 0.32984 2.73321 0.044
H -0.16296 0.45739 -1.36856 0.113
H -2.07520 -0.90968 -1.05420 0.084
C -6.40705 -3.27747 -1.89290 -0.076
C -5.44472 -3.04283 -0.92984 -0.049
C -4.88901 -4.18989 -0.33025 -0.032
C -5.26879 -5.46327 -0.75264 -0.092
C -6.15630 -5.66942 -1.82877 -0.021
C -6.74357 -4.55326 -2.34425 -0.075
N -4.58270 -6.72231 -0.11426 -0.333
O -3.43201 -6.57853 0.27278 0.048
O -5.22671 -7.73014 0.11879 0.070
H -6.82586 -2.41139 -2.38372 0.105
H -5.32197 -2.03970 -0.54897 0.106
H -4.08962 -4.05602 0.38351 0.100
H -6.15041 -6.64044 -2.30153 0.121
H -7.41227 -4.72591 -3.17457 0.109
C 1.85127 -6.22822 -3.39327 -0.083
C 1.72230 -5.07958 -4.08277 -0.070
C 0.86819 -4.07533 -3.62177 0.036
C -0.09072 -4.45133 -2.65589 -0.144
C 0.04415 -5.66145 -2.02079 -0.017
C 1.02676 -6.50229 -2.33538 -0.074
N -1.21532 -3.58192 -2.39874 -0.244
O -2.15942 -3.87051 -1.55164 0.028
O -1.25523 -2.42765 -2.88872 0.031
H 2.61781 -6.90829 -3.73432 0.118
H 2.39561 -4.91017 -4.91002 0.114
H 0.81774 -3.12310 -4.12883 0.117
H -0.55967 -5.92187 -1.16406 0.128
H 1.24338 -7.46989 -1.90734 0.122
C 4.76212 2.94151 7.06656 -0.089
C 3.49457 3.00186 7.56654 -0.072
C 2.38813 3.07841 6.68252 -0.055
C 2.54797 3.07671 5.33128 -0.159
C 3.89154 2.85079 4.80130 -0.005
C 5.00727 2.82894 5.64632 -0.082
N 1.37268 3.17726 4.50157 -0.324
O 1.46839 2.63599 3.41343 0.038
O 0.25226 3.54513 4.88227 0.061
H 5.45276 2.88014 7.89460 0.104
H 3.39433 3.05515 8.64056 0.108
H 1.38912 3.26530 7.04783 0.073
H 3.95126 3.04265 3.74016 0.089
H 5.97746 2.75030 5.17839 0.084
C 4.72603 3.65575 -3.58447 -0.050
C 3.43760 3.90023 -3.09737 -0.096
C 2.55945 4.60906 -3.79525 -0.008
C 2.98724 5.15756 -5.05129 -0.145
C 4.24456 4.92391 -5.51516 -0.024
C 5.23391 4.20361 -4.81339 -0.022
N 2.06485 6.00035 -5.77063 -0.366
O 2.08812 5.92605 -7.00294 0.062
O 1.21893 6.61700 -5.19790 0.100
H 5.46563 2.99875 -3.15119 0.098
H 3.18296 3.37192 -2.19049 0.091
H 1.59192 4.78254 -3.34782 0.122
H 4.58744 5.36438 -6.43973 0.118
H 6.25313 4.05611 -5.13874 0.104
C 1.02793 -3.02043 2.17348 -0.078
C 1.72071 -2.61334 1.04511 -0.070
C 3.03854 -2.92333 0.85219 0.002
C 3.65112 -3.76785 1.75830 -0.198
C 2.99809 -4.29237 2.80462 -0.012
C 1.64664 -3.92568 3.03940 -0.050
N 5.04135 -4.16541 1.53690 -0.339
O 5.59467 -5.03962 2.24456 0.039
O 5.66464 -3.72927 0.60394 0.062
H -0.01507 -2.75677 2.26851 0.088
H 1.09934 -2.02796 0.38358 0.100
H 3.53625 -2.55129 -0.03113 0.128
H 3.54258 -4.94936 3.46666 0.123
H 1.03474 -4.49888 3.72015 0.103
C -4.39803 -3.09958 4.03687 -0.039
C -5.18222 -2.27825 2.98901 -0.194
O -5.29036 -0.93773 3.46856 0.004
C -5.71624 0.07478 2.70543 -0.491
O -5.93538 0.03002 1.46602 0.075
O -6.00285 1.08195 3.58584 -0.029
C -6.66332 2.26098 3.26528 -0.059
H -4.06779 -4.09838 3.75145 0.077
H -4.98689 -3.12854 4.95366 0.078
H -3.47081 -2.67916 4.42626 0.044
H -6.14416 -2.68259 2.67393 0.131
H -4.71782 -2.14842 2.01147 0.073
H -6.90523 2.81741 4.17080 0.101
H -7.54026 1.99497 2.67509 0.096
H -6.01376 2.80431 2.57902 0.097
C -5.39430 3.94943 -3.48178 -0.054
C -5.97782 3.02630 -2.42315 -0.182
O -6.09806 1.67210 -2.99335 0.032
C -5.05923 0.81580 -2.85072 -0.579
O -3.97843 0.94933 -2.30251 0.101
O -5.44391 -0.25783 -3.49924 0.016
C -4.37977 -1.14662 -3.86054 -0.039
H -5.68177 3.74940 -4.51398 0.067
H -4.33746 3.75090 -3.30353 0.068
H -5.52587 4.99007 -3.18536 0.083
H -6.77745 3.45440 -1.81865 0.116
H -5.27551 2.95426 -1.59268 0.109
H -3.59864 -1.29190 -3.11434 0.073
H -3.97726 -0.90991 -4.84545 0.091
H -4.66568 -2.17798 -4.06708 0.088
C 10.74083 2.48928 2.53510 -0.080
C 9.66495 3.59186 2.39578 -0.200
O 8.60828 3.41642 1.42036 0.009
C 7.36361 2.88622 1.82338 -0.546
O 7.03864 2.47292 2.91323 0.090
O 6.56256 3.10395 0.82088 -0.002
C 5.13364 2.92988 0.82316 0.003
H 11.30576 2.55962 3.46462 0.076
H 11.49264 2.47955 1.74593 0.062
H 10.36163 1.47607 2.40204 0.074
H 10.17399 4.55190 2.31036 0.121
H 9.24577 3.45881 3.39313 0.103
H 5.04933 1.85918 0.63714 0.080
H 4.92461 3.28996 -0.18419 0.085
H 4.50108 3.27180 1.64234 0.092
C -0.35525 2.23023 -4.68156 -0.042
C -1.72720 1.50849 -4.30878 -0.185
O -2.61981 1.14484 -5.40315 -0.016
C -3.55307 2.05612 -5.90762 -0.593
O -3.53130 3.21959 -5.59162 0.112
O -4.42229 1.41138 -6.56480 0.030
C -5.61181 2.01899 -6.96499 -0.020
H -0.60450 3.22556 -5.04938 0.068
H 0.23879 1.59837 -5.34185 0.075
H 0.14650 2.39088 -3.72734 0.056
H -2.26889 2.06123 -3.54122 0.102
H -1.40681 0.53471 -3.93837 0.104
H -6.37039 1.96780 -6.18395 0.102
H -5.88162 1.60338 -7.93585 0.105
H -5.32932 3.06800 -7.05365 0.097
C -0.91954 -0.10958 6.27964 -1.419
Br -2.92254 -0.12623 6.75994 0.487
Br -0.30233 -1.94964 5.95749 0.548
Br -0.00520 0.83593 7.79517 0.567
H -0.74639 0.58650 5.45892 -0.036
C 4.83893 -1.16923 4.41954 -1.463
Br 5.62265 -0.43079 6.13820 0.575
Br 5.88000 -0.91144 2.82772 0.666
Br 2.97827 -0.58267 4.15430 0.659
H 4.74286 -2.23992 4.59981 -0.040
```